C6H10N3 | ωB97M-V with the def2-TZVPD basis set

```
19
Properties=species:S:1:pos:R:3:forces:R:3
C 0.565 2.174 1.619 1.80 3.46 0.58
C 0.811 0.896 1.343 -0.02 -1.17 -0.06
C -0.800 1.630 -0.005 -0.62 1.60 -0.44
C -0.906 -2.350 -1.903 0.69 -1.02 -1.98
C -0.489 -1.153 -1.415 -1.47 -0.11 0.17
C -0.153 -0.862 -0.096 -0.08 1.71 -0.22
N -0.379 2.734 0.741 0.16 -2.45 0.46
N -0.064 0.531 0.288 -0.04 0.64 1.32
N 0.334 -1.708 0.822 0.11 0.62 3.21
H 1.240 2.873 2.199 -1.29 -1.13 -0.39
H 1.526 0.171 1.814 -0.88 1.16 -0.84
H -1.636 1.758 -0.724 0.89 -0.67 0.57
H -0.977 -2.445 -3.002 -0.39 0.47 0.65
H -0.967 -3.365 -1.506 0.19 0.65 0.87
H -0.670 -0.286 -2.049 0.53 -0.15 -0.05
H 2.320 -0.151 -1.425 0.08 0.01 -0.03
H -0.760 3.726 0.850 0.50 -2.26 -0.65
H 0.637 -2.601 0.572 0.36 -1.42 -0.81
H 0.367 -1.572 1.878 -0.53 0.06 -2.37
```
Positions in Å, forces in eV/Å.

Relative energy (zero: lowest compared OMol25 entry of this formula, charge and spin): 512.5 kJ/mol
Orbital gap (alpha / beta): 7.1 / 9.3 eV
Total charge: +1
E_HOMO (alpha / beta): -10.6 / -13.5 eV
Multiplicity: 1

***

C6H10N3 | ωB97M-V with the def2-TZVPD basis set

```
19
Properties=species:S:1:pos:R:3:forces:R:3
C -1.087 -1.689 0.123 0.33 -2.20 -0.37
C 0.204 -2.025 -0.067 1.64 2.48 -0.89
C -1.769 -0.540 -0.033 0.66 -0.42 0.13
C 1.230 -1.064 -0.576 -0.53 0.04 0.91
C 1.847 -0.007 0.560 -0.21 -2.90 0.60
C -3.336 1.307 0.107 0.29 3.07 -0.13
N -2.543 0.316 0.073 0.32 0.25 -0.22
N 1.139 1.157 0.537 -1.63 0.75 0.46
N 1.591 2.120 -0.227 -0.27 1.00 0.16
H -1.729 -2.549 0.190 -0.70 -0.17 0.59
H 0.599 -2.996 0.090 -0.39 -0.94 0.36
H 1.975 -1.614 -1.080 1.64 -1.00 0.36
H 0.906 -0.563 -1.465 -0.96 1.28 -0.03
H 1.645 -0.461 1.592 0.65 0.32 -1.55
H 2.915 0.038 0.336 0.14 0.19 0.12
H -2.863 2.364 0.048 -1.20 -1.98 0.16
H -4.372 1.052 0.155 -0.55 0.42 0.09
H 2.610 2.180 -0.335 -0.39 0.37 -0.14
H 1.036 2.975 -0.030 1.17 -0.58 -0.60
```
Positions in Å, forces in eV/Å.

Relative energy (zero: lowest compared OMol25 entry of this formula, charge and spin): 610.7 kJ/mol
Orbital gap (alpha / beta): 4.9 / 8.6 eV
Total charge: +1
E_HOMO (alpha / beta): -10.9 / -12.7 eV
Multiplicity: 1

***

C6H10N3O | ωB97M-V with the def2-TZVPD basis set

```
20
Properties=species:S:1:pos:R:3:forces:R:3
C -1.692 -2.944 1.425 -1.01 10.12 -0.40
C -1.989 -1.548 1.476 3.35 -8.66 -0.91
C -1.912 0.120 1.373 -0.35 -1.11 -0.16
C -0.765 0.570 0.243 -1.20 -1.89 -0.46
N 0.570 0.142 0.840 2.81 0.86 -2.20
C 1.612 0.586 -0.193 -1.85 -1.87 0.06
N 2.644 1.383 0.239 -0.80 -0.18 -1.04
N 1.409 0.129 -1.621 -0.86 1.76 1.85
C -0.052 0.286 -2.066 -1.70 0.60 0.77
O -0.935 -0.248 -0.993 0.90 2.34 -0.11
H -1.251 -4.025 1.179 -1.63 2.92 0.89
H -2.985 0.533 1.089 2.41 -0.94 0.40
H -1.587 0.592 2.393 -0.61 -1.14 -1.94
H -0.817 1.718 -0.016 0.26 -2.21 0.75
H 0.661 -0.907 0.880 -1.01 0.97 -0.18
H 2.638 2.417 0.015 0.70 -1.89 -0.52
H 3.461 0.936 0.718 -1.46 0.88 0.28
H 1.599 -0.894 -1.707 0.35 0.90 0.46
H -0.312 1.440 -2.209 0.86 -2.44 0.21
H -0.297 -0.283 -3.065 0.83 0.99 2.24
```
Positions in Å, forces in eV/Å.

Relative energy (zero: lowest compared OMol25 entry of this formula, charge and spin): 1047.3 kJ/mol
Orbital gap: 5.6 eV
Total charge: +1
E_HOMO: -12.6 eV
Multiplicity: 1

***

> Which value of total charge does entry 1 give?

+1

***

> What is the relative energy (zero: lowest compared OMol25 entry of this formula, charge and spin) in the second record?

610.7 kJ/mol